1.
Here is a single C5H10O molecule at a distorted geometry from OMol25. Energies are from ωB97M-V/def2-TZVPD.

Each line ends with the natural charge from an NBO analysis.
Element x y z (Å)
O (1.41738, 0.47677, 0.60887)  -0.39
C (-0.82774, 1.22563, 0.29107)  -0.47
C (-0.68705, -1.26380, -0.02576)  -0.62
C (-1.54425, -0.01237, -0.29213)  -0.39
C (0.58273, 1.08166, -0.18222)  0.11
C (2.35282, -0.36439, 0.23404)  -0.17
H (0.73822, 0.89818, -1.24988)  0.14
H (3.03172, -0.67836, 1.00838)  0.18
H (-1.28035, 2.16410, -0.05612)  0.22
H (2.57202, -0.44162, -0.82682)  0.15
H (-1.03326, -2.12586, -0.59632)  0.21
H (-1.67686, 0.14412, -1.37111)  0.19
H (-0.71592, -1.50122, 1.04358)  0.20
H (-2.55628, -0.14105, 0.12003)  0.20
H (0.39037, -1.18430, -0.24159)  0.21
H (-0.86590, 1.21870, 1.38728)  0.22

Computed properties:
Kohn-Sham gap (alpha / beta)   8.0 / 8.3 eV
E_LUMO (alpha / beta)   0.8 / 0.9 eV
Energy above the lowest of the compared OMol25 structures with the same formula, charge and spin   92.1 kcal/mol
DFT total energy   -7390.7709 eV

2.
Here is 4 unconnected molecules or ions with the total composition C31H22F17N4O13 at a distorted geometry from OMol25. Energies are from ωB97M-V/def2-TZVPD.

Each line ends with the Mulliken charge.
Element x y z (Å)
F (-3.06884, -1.04033, -4.84377)  -0.31
F (-6.36640, -1.60560, -1.03865)  -0.27
F (-8.96382, -0.75616, -0.99092)  -0.27
F (-1.93954, 1.06419, -3.02479)  -0.37
F (-6.61929, 1.53702, -2.32189)  -0.26
F (-7.60464, -0.11688, -4.17737)  -0.23
F (-7.97661, -1.99939, -3.12416)  -0.22
F (-9.25775, 1.06136, -2.11826)  -0.29
F (-7.46537, 1.39667, -0.35498)  -0.31
F (-4.59753, 0.66805, -3.82152)  -0.32
F (-3.75050, -0.99132, -0.93306)  -0.35
F (-0.85240, -0.43907, -4.10862)  -0.31
F (-5.76769, -0.10330, 0.36793)  -0.30
F (-4.13908, 1.10684, -1.28552)  -0.29
F (-5.33142, -1.32863, -3.46644)  -0.29
F (-2.91760, -2.31536, -3.12025)  -0.19
F (-9.62711, -0.77171, -3.76443)  -0.26
O (-0.02178, -0.10940, 4.27909)  -0.64
O (-0.25066, -2.76244, -2.84631)  -0.28
O (5.74181, 0.13179, -3.26943)  -0.56
O (5.35496, 0.90398, -5.76914)  -0.58
O (3.51921, 1.08746, 5.60195)  -0.49
O (2.44892, 4.77924, 3.97247)  -0.59
O (1.69235, 3.77125, 6.29504)  -0.64
O (0.84733, 1.92320, -4.96692)  -0.63
O (5.30161, 1.07194, 3.65269)  -0.57
O (0.79687, 0.86939, 1.97089)  -0.49
O (6.80707, 1.68591, 8.88933)  -0.57
O (8.58971, 1.74739, 6.93399)  -0.60
O (1.26309, 1.20288, -2.43237)  -0.60
N (-1.36444, 1.06725, -0.30676)  -0.01
N (-1.07432, -0.71284, -1.90796)  1.18
N (-0.22375, -0.93213, 0.13794)  -0.26
N (-0.40098, -1.89028, -1.81883)  0.20
C (4.67922, 1.22662, 5.95905)  0.98
C (-3.02641, -1.03835, -3.50423)  0.45
C (0.78680, 1.78805, 5.39833)  -0.90
C (-5.98143, -0.32869, -0.94467)  0.43
C (1.86691, 3.59087, 3.97585)  0.45
C (-7.09997, 0.66588, -1.42213)  0.68
C (1.65669, 2.87968, 2.85806)  -1.11
C (1.45161, 3.07946, 5.32779)  0.96
C (0.07854, -1.99808, -0.60570)  -0.54
C (2.22936, 1.10846, -3.18020)  1.00
C (3.52061, 0.62958, -2.73945)  -1.15
C (7.44008, 1.57770, 6.58524)  1.00
C (4.38465, 0.97711, -5.04699)  0.97
C (0.57719, 1.08497, 4.28394)  0.48
C (5.74193, 1.23706, 4.89924)  0.32
C (-1.73350, -0.23615, -3.11780)  0.27
C (-4.41547, -0.43020, -3.07653)  0.70
C (-0.90946, -0.14028, -0.68024)  -0.25
C (0.33388, -5.08706, -2.21421)  -0.31
C (6.37523, 1.54286, 7.64693)  0.41
C (-0.77454, -4.08692, -2.53153)  -0.65
C (-8.42229, 0.02055, -1.93164)  0.56
C (2.06294, 1.50419, -4.61978)  0.20
C (-0.03339, -6.06387, -1.09201)  -1.30
C (-4.57536, -0.11558, -1.58065)  0.75
C (-8.37387, -0.73902, -3.28883)  0.71
C (4.54140, 0.56167, -3.60920)  0.39
C (1.01025, 1.58262, 2.94131)  0.84
C (5.07916, 1.37905, 7.34256)  -1.08
C (3.07659, 1.44046, -5.48987)  -0.73
C (7.03476, 1.40299, 5.19673)  -0.93
H (4.30499, 1.35530, 8.09633)  0.46
H (-1.14235, 1.87279, -0.86148)  0.19
H (6.29265, 0.18645, -4.07509)  0.37
H (-1.87913, 1.22325, 0.53689)  0.23
H (-0.03331, -0.39482, 3.34780)  0.30
H (2.96895, 1.72451, -6.52709)  0.46
H (2.47835, 5.06985, 4.90486)  0.37
H (-1.52517, -4.01607, -1.75203)  0.33
H (1.95268, 3.23496, 1.88068)  0.50
H (4.33385, 0.98013, 3.72383)  0.28
H (-1.31266, -4.40539, -3.41675)  0.51
H (0.60608, -5.60128, -3.12721)  0.44
H (0.64918, -2.83140, -0.24562)  0.51
H (7.80812, 1.41435, 4.44189)  0.44
H (7.77625, 1.78948, 8.83231)  0.36
H (1.20433, -4.51459, -1.90428)  0.28
H (0.86367, -6.26632, -0.51649)  0.34
H (0.48481, 1.43326, 6.37297)  0.45
H (-0.35113, -7.02566, -1.47031)  0.36
H (0.30717, 1.88449, -4.16019)  0.29
H (-0.77350, -5.66681, -0.40572)  0.37
H (3.62261, 0.33694, -1.70364)  0.55

Computed properties:
Kohn-Sham gap   7.4 eV
Net charge   +1
E_LUMO   -3.8 eV
DFT total energy   -111268.2749 eV

3.
Here is a molecular structure, C24H38BN8O2PPdS2 at a distorted geometry from OMol25. Energies are from ωB97M-V/def2-TZVPD.

Each line ends with the Mulliken charge.
Element x y z (Å)
Pd (-0.41220, -0.27290, 0.33240)  0.29
S (-2.37380, -0.98470, -0.75000)  -0.02
S (-0.45680, 0.13540, 4.41350)  -0.39
P (-1.00500, -0.84160, 2.68860)  0.31
O (-0.32600, -2.29290, 2.76950)  0.31
O (-2.55290, -1.26340, 2.91220)  -0.18
N (0.63010, 1.40910, -0.75570)  0.47
N (2.28200, -6.01140, -0.70110)  -0.48
N (-0.61030, 2.36240, 1.83300)  1.43
N (0.99150, 2.48320, -0.03820)  0.11
N (0.44550, -2.30520, -0.47360)  0.47
N (1.73710, 1.31910, 2.02750)  0.94
N (-1.44400, 1.70830, 1.00960)  -0.39
N (1.58050, 0.04500, 1.61860)  0.92
C (3.39450, 0.15490, 2.90110)  -1.70
C (-2.66820, 2.84640, 2.46590)  -0.89
C (1.11170, 3.04090, -2.17030)  -1.39
C (-4.88920, -1.13680, 3.35360)  -1.45
C (0.66970, 1.72140, -2.04800)  0.01
C (2.27300, -3.65480, -1.18910)  -0.79
C (3.35810, 2.68000, 3.38030)  -1.44
C (2.76710, -2.13910, 1.93530)  -0.66
C (2.84030, 1.41780, 2.80210)  0.86
C (0.41090, -4.65100, -0.06230)  -0.94
C (-1.32760, 3.07500, 2.72700)  0.68
C (-3.87930, 1.49660, 0.61770)  -1.39
C (0.61740, -4.00120, 4.19250)  -1.27
C (2.57320, -0.68070, 2.14560)  0.16
C (1.30310, 3.49450, -0.87240)  0.97
C (-3.52700, -0.54700, 3.67270)  0.15
C (-0.15340, -3.40170, 0.00150)  -0.45
C (1.76520, 4.83420, -0.43430)  -1.37
C (1.63370, -2.44270, -1.06320)  -0.88
C (-2.69880, 1.97760, 1.37040)  0.23
C (-0.61610, -3.18290, 3.86620)  -0.24
C (0.26730, 0.75680, -3.10400)  -1.20
C (-0.73680, 3.92320, 3.78630)  -1.50
C (1.67170, -4.81310, -0.66460)  1.22
B (0.89840, 2.49420, 1.49750)  -0.53
H (-4.90320, -2.20270, 3.56410)  0.38
H (-5.64660, -0.65280, 3.96180)  0.42
H (-3.51180, 3.26950, 2.97010)  0.56
H (1.81450, -2.64810, 1.82390)  -0.43
H (-1.44700, -3.82880, 3.56530)  0.27
H (1.01320, -4.45800, 3.28970)  0.23
H (-0.03320, -0.19330, -2.65140)  0.07
H (3.23340, -3.71400, -1.67610)  0.37
H (3.14780, -6.13260, -1.19390)  0.20
H (-3.29070, -0.65520, 4.73680)  0.40
H (-1.13340, -3.26840, 0.44730)  0.41
H (1.25870, 3.59870, -3.07200)  0.52
H (3.36690, -2.32430, 1.04340)  0.24
H (4.24850, 2.46100, 3.96200)  0.39
H (0.34800, -4.78300, 4.89610)  0.47
H (1.08070, 0.57990, -3.80610)  0.35
H (1.94140, 5.45250, -1.31050)  0.38
H (-4.78960, 1.66140, 1.18640)  0.39
H (-5.12960, -0.99240, 2.30560)  0.27
H (-3.78260, 0.42770, 0.38010)  -0.02
H (-3.48560, 0.51720, 3.42650)  0.06
H (1.29830, 3.51390, 1.92470)  -0.16
H (3.29990, -2.55410, 2.78730)  0.43
H (1.02190, 5.31990, 0.19620)  0.27
H (2.62240, 3.15250, 4.02700)  0.23
H (-0.20270, 4.76690, 3.35210)  0.29
H (2.69020, 4.76170, 0.13560)  0.25
H (-0.92570, -2.59920, 4.74020)  0.39
H (2.09030, -1.53390, -1.43520)  0.51
H (-0.57540, 1.16310, -3.66280)  0.31
H (-0.03690, 3.34380, 4.38350)  0.17
H (1.81560, -6.83000, -0.35100)  0.20
H (-0.10970, -5.50070, 0.35060)  0.41
H (-1.52590, 4.29890, 4.43090)  0.45
H (-3.94810, 2.02800, -0.33110)  0.27
H (3.61710, 3.38330, 2.59020)  0.25
H (4.27580, -0.12620, 3.43910)  0.55
H (1.38350, -3.37020, 4.63110)  0.27

Computed properties:
Multiplicity   2
Kohn-Sham gap (alpha / beta)   6.3 / 5.6 eV
Net charge   +1
E_LUMO (alpha / beta)   -4.8 / -5.5 eV
DFT total energy   -76632.6823 eV
⟨S²⟩   1.07